[1]
Here is a 2-piece molecular cluster, C25H21F3N2O4S overall from the OMol25 dataset. Energies are from the ωB97M-V functional and the def2-TZVPD basis.

HOMO energy = -0.228 Eh
largest force on an atom = 1.9 eV/A
energy above the lowest of the compared OMol25 structures with the same formula, charge and spin = 0.00 kJ/mol
LUMO level = -0.0928 hartree
gap between HOMO and LUMO = 3.675 eV
molar mass = 502.5 u

```
! wB97M-V def2-TZVPD RIJCOSX def2/J DEFGRID3
* xyz 0 1
F 2.431 -0.487 4.164
C 1.876 0.537 3.478
F 0.537 0.350 3.451
F 2.133 1.685 4.142
S 2.496 0.647 1.696
C 1.368 1.737 0.982
C 1.775 2.489 -0.132
C 0.929 3.586 -0.516
C 1.159 4.311 -1.666
C 2.273 3.990 -2.482
N 2.437 4.655 -3.731
O 3.409 4.355 -4.464
O 1.591 5.524 -4.058
C 3.186 2.980 -2.082
C 2.962 2.255 -0.924
O 3.794 1.284 1.828
O 2.369 -0.681 1.117
H 0.535 2.083 1.606
H 0.095 3.845 0.141
H 0.503 5.114 -2.002
H 4.050 2.767 -2.704
H 3.719 1.530 -0.637
C 2.071 -4.002 0.580
C 0.882 -3.377 1.165
N 0.513 -3.624 2.443
C -0.655 -2.913 2.767
C -1.038 -2.172 1.624
C -2.111 -1.294 1.714
C -2.781 -1.159 2.932
C -2.343 -1.856 4.074
C -1.254 -2.741 4.003
C -0.031 -2.441 0.585
C 0.072 -1.833 -0.658
C -1.012 -1.276 -1.411
C -2.359 -1.745 -1.339
C -3.381 -1.088 -2.014
C -3.105 0.061 -2.771
C -4.237 0.863 -3.332
C -1.770 0.458 -2.962
C -0.739 -0.224 -2.335
H 2.053 -3.858 -0.503
H 2.975 -3.536 0.996
H 2.127 -5.078 0.796
H 1.039 -4.222 3.073
H -2.398 -0.728 0.829
H -3.641 -0.487 3.006
H -2.857 -1.699 5.021
H -0.869 -3.296 4.862
H 1.068 -1.798 -1.109
H -2.574 -2.654 -0.769
H -4.416 -1.441 -1.931
H -3.842 1.671 -3.952
H -4.908 0.248 -3.943
H -4.846 1.313 -2.537
H -1.567 1.335 -3.589
H 0.305 0.038 -2.523
*
```

natural (NBO) atomic charge list, values in e, 8 entries: -0.323 0.739 -0.332 -0.309 2.082 -0.810 0.019 -0.265



[2]
Here is C25H21F5N6SZn as an isolated structure from the OMol25 dataset. Energies are from the ωB97M-V functional and the def2-TZVPD basis.

HOMO energy = -0.283 Eh
largest force on an atom = 0.6 eV/A
energy above the lowest of the compared OMol25 structures with the same formula, charge and spin = 36.30 kJ/mol
LUMO level = -0.0105 hartree
gap between HOMO and LUMO = 7.406 eV
molar mass = 597.9 u

```
! wB97M-V def2-TZVPD RIJCOSX def2/J DEFGRID3
* xyz 0 1
Zn 0.058 -0.548 -0.715
C 4.436 1.425 2.874
C 2.958 1.362 3.252
N 2.095 1.941 2.237
C 1.624 1.286 1.150
S 1.736 -0.419 1.064
N 1.101 2.103 0.239
N 0.546 1.520 -0.827
C 0.117 2.278 -1.781
C 0.204 3.773 -1.723
C -0.438 1.607 -2.960
C -0.801 2.312 -4.108
C -1.294 1.617 -5.198
C -1.398 0.238 -5.129
C -1.005 -0.385 -3.955
N -0.552 0.274 -2.898
H 5.054 1.137 3.725
H 4.638 0.749 2.043
H 4.719 2.435 2.570
H 2.652 0.326 3.382
H 2.780 1.895 4.188
H 2.117 2.944 2.130
H 0.388 4.073 -0.696
H 1.031 4.138 -2.338
H -0.722 4.227 -2.078
H -0.684 3.385 -4.149
H -1.593 2.147 -6.093
H -1.765 -0.346 -5.961
H -1.045 -1.463 -3.860
N -1.335 -2.573 1.432
C -1.188 -1.715 2.489
C -0.839 -2.157 3.748
C -0.721 -1.273 4.827
C -1.001 0.055 4.671
C -1.348 0.550 3.397
C -1.689 1.903 3.183
C -2.016 2.325 1.930
C -1.917 1.418 0.866
N -1.575 0.157 1.001
C -1.373 -0.316 2.273
H -1.357 -3.555 1.645
H -1.962 -2.275 0.704
H -0.671 -3.218 3.895
H -0.444 -1.661 5.799
H -0.967 0.743 5.507
H -1.694 2.583 4.026
H -2.311 3.347 1.734
H -2.100 1.758 -0.148
F -2.420 -2.543 -1.615
C -1.210 -3.075 -1.946
C -0.059 -2.395 -1.610
C 1.112 -2.972 -2.060
F 2.285 -2.349 -1.817
C 1.159 -4.159 -2.773
F 2.319 -4.671 -3.197
C -0.023 -4.821 -3.054
F -0.010 -5.971 -3.730
C -1.225 -4.273 -2.639
F -2.376 -4.897 -2.921
*
```

natural (NBO) atomic charge list, values in e, 8 entries: 1.537 -0.620 -0.221 -0.587 0.299 -0.436 -0.487 -0.351



[3]
Here is C25H21KN5O2 as an isolated structure from the OMol25 dataset. Energies are from the ωB97M-V functional and the def2-TZVPD basis.

HOMO energy = -0.148 Eh
largest force on an atom = 1.0 eV/A
LUMO level = 0.0938 hartree
gap between HOMO and LUMO = 6.589 eV
molar mass = 462.6 u

```
! wB97M-V def2-TZVPD RIJCOSX def2/J DEFGRID3
* xyz -1 1
K -0.372 1.843 0.042
O -2.052 -2.245 -3.954
C -0.741 -1.921 -4.149
C 0.013 -2.666 -5.057
C 1.338 -2.361 -5.309
C 1.928 -1.284 -4.664
C 1.170 -0.542 -3.772
C -0.160 -0.840 -3.477
C -0.814 0.042 -2.428
O -0.307 1.168 -2.240
N -1.845 -0.531 -1.792
N -2.250 0.253 -0.753
C -3.309 -0.097 -0.138
C -3.731 0.670 1.050
C -4.870 0.281 1.754
C -5.240 0.984 2.886
C -4.465 2.057 3.292
C -3.350 2.378 2.528
N -2.986 1.719 1.436
H -2.242 -3.008 -4.510
H -0.462 -3.498 -5.570
H 1.901 -2.961 -6.015
H 2.962 -1.024 -4.851
H 1.593 0.312 -3.259
H -3.893 -0.966 -0.449
H -5.444 -0.570 1.408
H -6.121 0.692 3.447
H -4.706 2.632 4.176
H -2.709 3.207 2.809
C 0.750 -0.814 2.347
N 0.734 0.593 1.968
C 1.621 1.345 2.507
C 1.773 2.761 2.276
C 2.776 3.561 2.839
C 2.555 4.853 2.356
C 1.421 4.751 1.536
N 0.937 3.500 1.475
C 1.620 -1.634 1.421
C 2.699 -2.372 1.886
C 3.483 -3.118 1.010
C 3.190 -3.131 -0.344
C 2.108 -2.398 -0.821
C 1.333 -1.657 0.054
H -0.271 -1.198 2.265
H 1.063 -0.956 3.390
H 2.338 0.922 3.227
H 3.559 3.226 3.507
H 3.129 5.744 2.566
H 0.939 5.553 0.989
H 2.933 -2.359 2.945
H 4.325 -3.683 1.390
H 3.799 -3.710 -1.028
H 1.862 -2.404 -1.877
H 0.483 -1.100 -0.325
*
```

natural (NBO) atomic charge list, values in e, 8 entries: 0.919 -0.650 0.408 -0.335 -0.197 -0.270 -0.153 -0.202



[4]
Here is C25H22AsClN3O8SW as an isolated structure from the OMol25 dataset. Energies are from the ωB97M-V functional and the def2-TZVPD basis.

HOMO energy = -0.400 Eh
largest force on an atom = 2.3 eV/A
energy above the lowest of the compared OMol25 structures with the same formula, charge and spin = 0.00 kJ/mol
LUMO level = -0.1378 hartree
gap between HOMO and LUMO = 7.131 eV
molar mass = 818.7 u

```
! wB97M-V def2-TZVPD RIJCOSX def2/J DEFGRID3
* xyz 1 1
W -0.265 -0.556 -0.106
Cl -3.418 3.752 5.034
C -2.593 2.579 4.066
C -2.660 1.228 4.414
C -2.004 0.275 3.666
C -1.287 0.653 2.529
O -0.644 -0.274 1.829
C -1.224 2.010 2.182
C -0.407 2.425 1.087
N 0.160 1.627 0.251
C 1.065 2.140 -0.709
C 1.051 3.359 -1.319
C 2.093 3.695 -2.217
C 3.108 2.821 -2.483
C 3.117 1.535 -1.886
C 4.099 0.548 -2.111
C 3.974 -0.676 -1.515
C 2.840 -0.946 -0.733
N 1.923 -0.037 -0.474
C 2.067 1.204 -1.024
C -1.871 2.975 2.969
H -3.235 0.936 5.282
H -2.055 -0.773 3.925
H -0.204 3.492 0.997
H 0.254 4.067 -1.134
H 2.077 4.665 -2.695
H 3.904 3.092 -3.165
H 4.937 0.765 -2.763
H 4.703 -1.458 -1.669
H 2.656 -1.937 -0.345
H -1.807 4.023 2.706
O 0.608 -0.763 -3.643
As -0.480 -1.916 -2.832
O 0.334 -2.015 -1.151
O -0.598 0.158 -1.649
C -2.417 -1.261 -2.904
C -2.811 -1.327 -4.234
C -4.130 -1.120 -4.615
C -5.107 -0.891 -3.660
C -4.758 -0.852 -2.319
C -3.427 -1.016 -1.960
S -3.060 -0.916 -0.248
O -4.208 -1.186 0.540
O -1.891 -1.888 -0.128
O -2.355 0.370 0.035
H 0.781 -1.127 -4.521
H -2.077 -1.559 -5.002
H -4.395 -1.161 -5.664
H -6.140 -0.760 -3.950
H -5.508 -0.707 -1.554
C 2.730 -0.897 2.932
N 2.529 -2.327 2.750
C 3.306 -3.235 3.590
C 1.561 -2.803 1.975
O 0.812 -2.131 1.266
H 2.492 -0.616 3.959
H 2.074 -0.353 2.259
H 3.769 -0.638 2.727
H 4.229 -2.738 3.878
H 3.562 -4.137 3.038
H 2.760 -3.505 4.494
H 1.459 -3.894 2.001
*
```

natural (NBO) atomic charge list, values in e, 8 entries: 2.302 0.034 -0.074 -0.155 -0.258 0.467 -0.727 -0.225